Entry 1:
Density functional theory data (the ωB97M-V functional and the def2-TZVPD basis) for a 2-piece molecular cluster, C2H11N2 overall at a distorted geometry.

Results
2S+1 = 2
charge = +2
expectation value of S² = 0.754
HOMO energy (alpha / beta) = -20.459 / -20.426 eV

Structure (XYZ):
```
15
C2H11N2 the ωB97M-V functional and the def2-TZVPD basis
N 1.946 -0.340 2.168
H 1.716 -0.450 3.170
H 2.633 0.425 2.034
H 0.463 -0.802 0.664
H 2.399 -1.223 1.887
C -1.472 0.823 -1.749
C -0.676 -0.323 -1.162
N -0.182 -0.090 0.290
H -2.286 1.157 -1.078
H -1.915 0.338 -2.629
H -0.790 1.570 -2.150
H 0.219 -0.520 -1.736
H -1.130 -1.338 -1.182
H 0.291 0.818 0.395
H -0.927 -0.052 0.991
```

Entry 2:
Density functional theory data (the ωB97M-V functional and the def2-TZVPD basis) for one molecule with the formula C5H13NO at a distorted geometry.

Results
charge = 0
HOMO energy = -8.822 eV

Structure (XYZ):
```
20
C5H13NO the ωB97M-V functional and the def2-TZVPD basis
C -2.075 1.146 -0.265
N -0.744 0.824 0.256
C -0.074 -0.263 -0.441
C 1.332 -0.476 0.146
C 2.146 0.804 0.147
O 1.290 -1.043 1.453
C -0.832 -1.593 -0.408
H -2.406 2.095 0.150
H -1.941 1.285 -1.343
H -2.820 0.370 -0.089
H -0.816 0.597 1.245
H 0.072 0.004 -1.491
H 1.836 -1.172 -0.526
H 3.186 0.684 0.427
H 1.985 1.343 -0.797
H 1.612 1.563 0.735
H 1.195 -0.289 2.044
H -0.963 -1.968 0.609
H -0.197 -2.317 -0.922
H -1.785 -1.593 -0.932
```

Entry 3:
Density functional theory data (the ωB97M-V functional and the def2-TZVPD basis) for a 2-piece molecular cluster, C14H16 overall at a distorted geometry.

Results
2S+1 = 2
charge = +1
expectation value of S² = 0.768
HOMO energy (alpha / beta) = -11.965 / -11.958 eV

Structure (XYZ):
```
30
C14H16 the ωB97M-V functional and the def2-TZVPD basis
C 1.199 -0.053 -0.559
C 1.003 -2.259 2.494
C 0.569 -1.666 1.300
C 2.414 -2.389 2.620
C 1.473 -1.215 0.319
C 3.251 -2.162 1.560
C 2.852 -1.574 0.421
H 0.370 -2.594 3.302
H -0.466 -1.617 0.959
H 2.902 -2.919 3.453
H 4.337 -2.515 1.709
H 2.026 0.473 -0.998
H 0.643 0.772 -0.186
H 3.617 -1.639 -0.428
H 0.740 -0.473 -1.401
C -1.429 3.323 0.424
C -1.541 2.170 -0.464
C -1.916 0.914 -0.019
C -1.477 2.353 -1.794
C -2.273 -0.026 -1.042
C -1.850 1.499 -2.807
C -2.250 0.262 -2.370
H -0.910 3.209 1.345
H -2.448 3.575 0.804
H -1.915 0.767 1.001
H -1.244 3.456 -2.073
H -2.374 -1.057 -0.704
H -1.791 1.816 -3.912
H -2.607 -0.516 -3.201
H -1.029 4.199 -0.164
```

Entry 4:
Density functional theory data (the ωB97M-V functional and the def2-TZVPD basis) for C39H46BeN5O7PSTe as an isolated structure.

Results
charge = 0
HOMO energy = -7.499 eV

Structure (XYZ):
```
101
C39H46BeN5O7PSTe the ωB97M-V functional and the def2-TZVPD basis
Be 0.973 0.315 1.137
C -5.509 1.348 1.298
C -4.975 2.237 0.165
C -5.964 2.235 -1.006
C -4.839 3.666 0.690
C -3.639 1.667 -0.292
C -3.565 0.385 -0.830
C -2.336 -0.151 -1.162
N -1.184 0.497 -1.013
C -1.250 1.727 -0.516
C -2.439 2.348 -0.153
C 0.045 2.444 -0.406
C 0.141 3.765 -0.824
C 1.362 4.424 -0.836
C 2.468 3.682 -0.426
C 2.302 2.384 0.002
N 1.115 1.761 0.029
C 1.522 5.873 -1.272
C 2.515 5.941 -2.440
C 0.198 6.493 -1.717
C 2.070 6.678 -0.084
H -6.452 1.751 1.671
H -4.791 1.292 2.117
H -5.690 0.330 0.950
H -6.921 2.649 -0.683
H -6.148 1.228 -1.379
H -5.593 2.841 -1.835
H -5.822 4.039 0.982
H -4.440 4.341 -0.071
H -4.195 3.710 1.569
H -4.455 -0.214 -0.967
H -2.269 -1.154 -1.570
H -2.407 3.336 0.281
H -0.757 4.254 -1.171
H 3.462 4.105 -0.416
H 3.146 1.810 0.354
H 2.155 5.363 -3.293
H 3.497 5.559 -2.161
H 2.638 6.977 -2.758
H -0.231 5.962 -2.569
H 0.369 7.525 -2.022
H -0.536 6.504 -0.909
H 3.044 6.307 0.235
H 1.392 6.626 0.769
H 2.184 7.725 -0.367
S 2.123 -5.102 -1.806
C 1.601 -3.572 -1.047
C 1.180 -3.548 0.272
C 0.895 -2.324 0.852
N 0.978 -1.175 0.179
C 1.326 -1.206 -1.110
C 1.648 -2.380 -1.759
C 3.877 -4.925 -1.510
C 4.395 -4.789 -0.231
C 5.769 -4.667 -0.087
N 6.625 -4.682 -1.106
C 6.114 -4.821 -2.326
C 4.756 -4.939 -2.584
H 1.112 -4.453 0.858
H 0.621 -2.254 1.897
H 1.344 -0.251 -1.615
H 1.951 -2.365 -2.796
H 3.760 -4.751 0.643
H 6.194 -4.540 0.902
H 6.823 -4.830 -3.147
H 4.392 -5.033 -3.598
O -2.460 0.389 2.339
C -1.323 0.061 2.621
O -0.259 0.523 2.050
C -1.087 -0.914 3.757
C 0.183 -1.107 4.289
C 0.380 -2.011 5.322
C -0.715 -2.706 5.799
C -1.993 -2.531 5.293
C -2.171 -1.621 4.268
N -0.515 -3.680 6.890
O 0.601 -3.789 7.353
O -1.486 -4.302 7.275
H 1.025 -0.556 3.891
H 1.363 -2.180 5.736
H -2.814 -3.101 5.702
H -3.150 -1.443 3.844
C 4.005 1.698 4.399
C 5.146 1.017 3.677
O 4.808 0.699 2.313
P 3.720 -0.413 1.939
O 2.357 0.263 1.943
Te 3.964 -2.364 3.213
O 4.029 -0.599 0.379
C 5.261 -1.181 -0.092
C 6.173 -0.108 -0.638
H 4.343 2.020 5.385
H 3.163 1.019 4.533
H 3.660 2.572 3.846
H 5.442 0.094 4.180
H 6.014 1.670 3.600
H 4.975 -1.897 -0.864
H 5.729 -1.734 0.724
H 5.688 0.435 -1.451
H 7.085 -0.564 -1.025
H 6.442 0.600 0.145
```

Entry 5:
Density functional theory data (the ωB97M-V functional and the def2-TZVPD basis) for one molecule with the formula C5H7NO.

Results
charge = 0
HOMO energy = -8.789 eV

Structure (XYZ):
```
14
C5H7NO the ωB97M-V functional and the def2-TZVPD basis
N 1.883 1.006 -1.165
C 0.798 0.476 -0.813
O -0.457 0.954 -1.073
C -1.434 0.232 -0.320
C -0.666 -0.437 0.826
C 0.665 -0.782 -0.009
C 0.189 0.438 1.594
H 1.695 1.872 -1.668
H -1.899 -0.537 -0.953
H -2.197 0.942 0.013
H -1.164 -1.302 1.278
H 0.386 -1.632 -0.648
H 1.569 -1.063 0.539
H 0.631 -0.166 2.401
```

Entry 6:
Density functional theory data (the ωB97M-V functional and the def2-TZVPD basis) for C13H20N5OSTi as an isolated structure.

Results
2S+1 = 2
charge = +2
expectation value of S² = 0.755
HOMO energy (alpha / beta) = -14.449 / -14.496 eV

Structure (XYZ):
```
41
C13H20N5OSTi the ωB97M-V functional and the def2-TZVPD basis
Ti 0.339 -0.013 0.257
C -3.288 -4.867 -0.291
C -3.601 -3.580 0.455
N -2.425 -3.041 1.155
C -1.489 -2.321 0.562
S -0.060 -1.871 1.555
N -1.609 -1.975 -0.700
N -0.549 -1.219 -1.115
C -0.124 -1.280 -2.332
C -0.742 -2.132 -3.377
C 1.118 -0.502 -2.563
C 1.776 -0.471 -3.772
C 2.974 0.231 -3.874
C 3.480 0.877 -2.761
C 2.769 0.800 -1.576
N 1.618 0.128 -1.470
H -4.185 -5.229 -0.792
H -2.518 -4.701 -1.043
H -2.947 -5.644 0.393
H -3.957 -2.808 -0.225
H -4.365 -3.740 1.213
H -2.239 -3.357 2.094
H -1.676 -2.547 -3.014
H -0.927 -1.552 -4.283
H -0.066 -2.949 -3.641
H 1.362 -0.993 -4.623
H 3.506 0.264 -4.815
H 4.410 1.426 -2.801
H 3.137 1.282 -0.678
C -0.534 4.183 0.816
N -1.278 3.404 1.810
C -1.890 4.150 2.920
C -1.359 2.117 1.764
O -0.806 1.402 0.853
H -1.038 5.136 0.684
H -0.512 3.652 -0.130
H 0.480 4.366 1.170
H -2.426 5.005 2.516
H -1.114 4.498 3.600
H -2.587 3.513 3.458
H -1.955 1.627 2.532
```

These records have E_tot values of -191.50292, -328.28113, -542.67948, -3336.76694, -324.55640, -2103.58809 Eh, in the order they appear.
These records have ΔE to the lowest compared entry with this formula, charge and spin values of 4.1, 23.7, 46.5, 0.5, 105.5, 0.0 kcal per mole, in the order they appear.